Record 1
ORCA calculation (ωB97M-V/def2-TZVPD) on 2 unconnected molecules or ions with the total composition C4H13N3O at a distorted geometry.

Positions of all 21 atoms, in Å:
H (2.562, -1.652, 1.414)
N (2.174, -0.844, 1.956)
C (1.517, 0.183, 1.587)
N (0.918, 0.502, 0.315)
C (0.971, -0.422, -0.910)
C (-0.040, 0.211, -1.887)
C (-1.483, 0.227, -1.357)
N (-1.967, -0.996, -0.668)
H (1.564, 1.044, 2.549)
H (0.953, 1.549, 0.016)
H (0.642, -1.487, -0.634)
H (2.093, -0.517, -1.182)
H (0.096, 1.248, -2.355)
H (-0.232, -0.449, -2.779)
H (-1.406, 0.991, -0.554)
H (-2.338, 0.433, -2.192)
H (-2.239, -1.720, -1.272)
H (-1.391, -1.185, 0.177)
O (-0.560, 1.241, 2.914)
H (-0.658, 1.165, 1.945)
H (-1.177, 0.478, 2.916)

SMILES: [H]/N=C\NCCCN.O
DFT total energy: -10873.494 eV
LUMO level: 0.738 eV
orbital gap: 9.8 eV
relative energy (zero: lowest compared OMol25 entry of this formula, charge and spin): 96.48 kcal per mole

=====

Record 2
ORCA calculation (ωB97M-V/def2-TZVPD) on a molecular structure, C50H51Br3FN2O12P2 at a distorted geometry.

Positions of all 121 atoms, in Å:
C (-0.490, -3.384, -3.034)
O (-0.727, -2.938, -4.341)
C (-1.713, -3.637, -5.082)
C (-1.107, -3.844, -6.436)
C (-0.292, -5.128, -6.473)
C (1.181, -4.878, -6.801)
C (1.978, -4.640, -5.503)
C (1.995, -3.153, -5.106)
C (2.490, -2.950, -3.670)
O (1.618, -2.166, -2.789)
C (1.798, -0.858, -2.776)
O (1.961, -0.148, -3.724)
C (1.802, -0.191, -1.393)
C (0.805, 0.715, -0.978)
C (-0.365, 1.075, -1.854)
Br (-0.313, 2.953, -2.328)
C (-1.769, 0.695, -1.282)
C (-1.741, -0.310, -0.149)
Br (-2.919, 0.102, -2.705)
C (0.927, 1.280, 0.276)
C (-0.047, 2.279, 0.808)
C (0.551, 3.725, 1.069)
O (1.938, 3.782, 0.857)
C (-0.225, 4.871, 0.401)
N (0.549, 5.609, -0.612)
N (1.938, 0.930, 1.077)
C (2.038, 1.484, 2.445)
C (1.658, 0.493, 3.511)
O (1.730, 0.749, 4.647)
F (1.224, -0.664, 3.045)
C (2.897, 0.074, 0.693)
P (4.264, -0.228, 1.961)
O (4.591, -1.772, 1.656)
Br (5.954, 0.982, 1.173)
C (2.869, -0.493, -0.552)
P (4.038, -1.700, -1.350)
O (5.535, -1.145, -1.039)
O (3.814, -3.130, -0.607)
H (0.118, -4.289, -3.040)
H (0.038, -2.627, -2.477)
H (-1.403, -3.609, -2.490)
H (-2.639, -3.066, -5.113)
H (-1.917, -4.591, -4.608)
H (-1.925, -3.892, -7.145)
H (-0.531, -2.966, -6.696)
H (-0.718, -5.791, -7.210)
H (-0.327, -5.604, -5.500)
H (1.234, -3.966, -7.386)
H (1.613, -5.666, -7.402)
H (2.996, -4.942, -5.720)
H (1.573, -5.266, -4.716)
H (2.669, -2.648, -5.784)
H (1.029, -2.691, -5.221)
H (2.591, -3.914, -3.194)
H (3.467, -2.500, -3.693)
H (-0.292, 0.591, -2.806)
H (-2.212, 1.608, -0.913)
H (-1.468, 0.137, 0.795)
H (-2.749, -0.677, -0.010)
H (-1.132, -1.182, -0.356)
H (-0.380, 1.894, 1.766)
H (-0.929, 2.382, 0.206)
H (0.423, 3.883, 2.130)
H (2.148, 3.615, -0.066)
H (-1.168, 4.534, -0.020)
H (-0.464, 5.596, 1.166)
H (-0.110, 5.964, -1.292)
H (1.136, 4.987, -1.149)
H (3.012, 1.886, 2.644)
H (1.366, 2.305, 2.582)
H (5.552, -1.880, 1.625)
H (6.099, -1.503, -1.732)
H (4.666, -3.527, -0.390)
C (-4.068, -1.673, 3.834)
C (-4.375, -2.397, 2.687)
C (-3.361, -2.923, 1.904)
C (-2.035, -2.721, 2.261)
C (-1.727, -1.974, 3.404)
C (-2.748, -1.461, 4.191)
C (-0.311, -1.698, 3.779)
O (-0.038, -1.039, 4.758)
C (0.769, -2.225, 2.897)
C (2.093, -1.929, 3.193)
C (3.107, -2.415, 2.385)
C (2.802, -3.205, 1.281)
C (1.483, -3.497, 0.980)
C (0.462, -3.003, 1.782)
C (-0.955, -3.297, 1.418)
O (-1.194, -3.966, 0.435)
H (-4.862, -1.268, 4.447)
H (-5.407, -2.550, 2.404)
H (-3.596, -3.489, 1.013)
H (-2.508, -0.893, 5.079)
H (2.325, -1.317, 4.053)
H (4.138, -2.181, 2.616)
H (3.596, -3.590, 0.654)
H (1.240, -4.107, 0.121)
C (1.241, 3.737, 3.327)
C (0.614, 2.658, 3.944)
C (-0.767, 2.584, 3.975)
C (-1.531, 3.589, 3.398)
C (-0.904, 4.682, 2.797)
C (0.484, 4.747, 2.755)
C (-1.703, 5.795, 2.209)
O (-1.156, 6.739, 1.678)
C (-3.188, 5.716, 2.295)
C (-3.952, 6.767, 1.804)
C (-5.333, 6.704, 1.864)
C (-5.959, 5.587, 2.407)
C (-5.203, 4.538, 2.902)
C (-3.817, 4.601, 2.857)
C (-3.019, 3.478, 3.424)
O (-3.560, 2.501, 3.898)
H (2.322, 3.792, 3.298)
H (1.203, 1.874, 4.401)
H (-1.255, 1.743, 4.449)
H (0.965, 5.590, 2.280)
H (-3.463, 7.632, 1.380)
H (-5.926, 7.525, 1.486)
H (-7.038, 5.537, 2.447)
H (-5.685, 3.670, 3.330)

charge: +1
DFT total energy: -311615.729 eV
LUMO level: -4.317 eV
orbital gap: 5.7 eV
relative energy (zero: lowest compared OMol25 entry of this formula, charge and spin): 462.41 kcal per mole

=====

Record 3
ORCA calculation (ωB97M-V/def2-TZVPD) on 2 unconnected molecules or ions with the total composition C3H10S2 at a distorted geometry.

Positions of all 15 atoms, in Å:
C (-3.411, -0.490, -0.001)
S (-2.276, 0.148, -1.455)
S (-1.058, 1.610, -0.487)
H (-3.797, -1.514, 0.085)
H (-2.663, -0.431, 0.798)
H (-4.182, 0.235, 0.214)
H (0.018, 0.786, -0.370)
C (4.591, -0.681, 1.934)
C (4.664, -2.170, 1.530)
H (3.569, -0.266, 1.955)
H (5.082, -0.538, 2.883)
H (5.067, -0.101, 1.147)
H (4.127, -2.772, 2.271)
H (5.685, -2.529, 1.431)
H (4.254, -2.291, 0.525)

SMILES: CSS.CC
DFT total energy: -24942.966 eV
LUMO level: 0.287 eV
orbital gap: 9.5 eV
relative energy (zero: lowest compared OMol25 entry of this formula, charge and spin): 16.85 kcal per mole

=====

Record 4
ORCA calculation (ωB97M-V/def2-TZVPD) on 2 unconnected molecules or ions with the total composition C4H12 at a distorted geometry.

Positions of all 16 atoms, in Å:
C (-0.670, -1.206, -0.769)
C (-0.945, -2.304, -1.825)
H (-1.192, -0.285, -1.124)
H (-1.118, -1.490, 0.168)
H (0.350, -0.917, -0.629)
H (-1.965, -2.879, -1.568)
H (-1.337, -1.764, -2.834)
H (-0.219, -3.031, -2.246)
C (0.945, 2.372, 0.897)
C (0.782, 1.131, 1.752)
H (1.606, 2.537, 0.003)
H (-0.119, 2.285, 0.311)
H (0.904, 3.239, 1.378)
H (-0.131, 0.575, 1.604)
H (0.825, 1.312, 2.799)
H (1.717, 0.459, 1.814)

SMILES: CC.CC
DFT total energy: -4340.697 eV
LUMO level: 1.093 eV
orbital gap: 12.2 eV
relative energy (zero: lowest compared OMol25 entry of this formula, charge and spin): 42.22 kcal per mole

=====

Record 5
ORCA calculation (ωB97M-V/def2-TZVPD) on a gas-phase ion, C7H11N4S (charge +1) at a distorted geometry.

Positions of all 23 atoms, in Å:
C (0.447, 0.375, -2.253)
C (-0.204, 0.622, -0.174)
C (0.652, -1.782, -1.053)
C (0.583, -1.152, -3.295)
C (-1.487, -0.900, 1.162)
C (-0.974, 1.393, 2.159)
C (-0.510, 0.231, 1.227)
N (0.301, -0.205, -1.085)
N (-0.389, 1.855, -0.604)
N (0.880, -1.958, -2.401)
N (0.737, -1.182, -4.594)
S (-0.062, 1.995, -2.277)
H (-0.303, -2.284, -0.904)
H (1.452, -2.214, -0.461)
H (-2.485, -0.685, 0.849)
H (-1.636, -0.988, 2.231)
H (-1.022, -1.773, 0.681)
H (-1.716, 2.006, 1.681)
H (-0.087, 1.941, 2.530)
H (-1.319, 0.802, 3.096)
H (0.322, -0.243, 1.829)
H (0.547, -0.378, -5.271)
H (0.861, -2.107, -4.935)

charge: +1
DFT total energy: -24223.817 eV
LUMO level: -4.411 eV
orbital gap: 9.4 eV
relative energy (zero: lowest compared OMol25 entry of this formula, charge and spin): 53.58 kcal per mole

=====

Record 6
ORCA calculation (ωB97M-V/def2-TZVPD) on 3 unconnected molecules or ions with the total composition C16H29IN2O9P at a distorted geometry.

Positions of all 58 atoms, in Å:
C (3.836, 3.472, 1.568)
C (3.376, 3.353, 0.067)
C (1.845, 3.578, -0.182)
I (1.428, 5.695, 0.083)
C (0.884, 2.608, 0.616)
C (0.527, 3.101, 2.066)
C (-0.819, 3.924, 2.176)
C (-0.694, 4.829, 3.469)
N (-1.945, 5.600, 3.721)
N (-0.300, 2.378, -0.263)
P (-1.244, 0.993, 0.076)
O (-0.878, -0.180, -0.785)
O (-1.287, 0.528, 1.646)
O (-2.813, 1.390, -0.382)
C (1.674, 1.217, 0.686)
O (2.028, 0.679, -0.372)
O (1.910, 0.644, 1.801)
H (3.229, 2.856, 2.266)
H (4.920, 3.225, 1.620)
H (3.745, 4.551, 1.864)
H (3.903, 4.190, -0.470)
H (3.770, 2.424, -0.411)
H (1.661, 3.354, -1.261)
H (1.319, 3.756, 2.506)
H (0.432, 2.253, 2.790)
H (-1.026, 4.545, 1.268)
H (-1.732, 3.299, 2.344)
H (-0.564, 4.155, 4.357)
H (0.218, 5.467, 3.434)
H (-2.133, 6.080, 2.834)
H (-2.672, 4.885, 3.815)
H (-0.854, 3.223, -0.404)
H (-1.504, 1.257, 2.251)
H (-3.015, 2.288, -0.060)
O (-1.442, -6.884, 0.586)
C (-1.154, -5.733, 0.782)
O (-1.119, -5.169, 2.016)
C (-0.850, -3.758, 1.891)
C (-0.182, -3.598, 0.543)
C (-0.830, -4.700, -0.273)
H (-1.798, -3.217, 1.952)
H (-0.208, -3.434, 2.708)
H (-0.307, -2.604, 0.113)
H (0.889, -3.791, 0.637)
H (-1.760, -4.366, -0.740)
H (-0.152, -5.103, -1.015)
O (0.734, -3.740, -2.421)
C (0.155, -4.151, -3.380)
O (0.379, -5.378, -3.932)
C (-0.398, -5.514, -5.129)
C (-1.530, -4.515, -4.987)
C (-0.881, -3.401, -4.182)
H (0.244, -5.296, -5.988)
H (-0.762, -6.538, -5.213)
H (-1.938, -4.187, -5.944)
H (-2.345, -4.958, -4.409)
H (-0.376, -2.674, -4.821)
H (-1.594, -2.903, -3.528)

charge: -1
DFT total energy: -55864.055 eV
LUMO level: 2.084 eV
orbital gap: 6.8 eV